# C22H19N5O3S

The molecule C22H19N5O3S (ωB97M-V/def2-TZVPD, the Open Molecules 2025 dataset).

Properties
gap between HOMO and LUMO	0.273	Eh
SMILES string	CCOCCCn1/c(=N\C(=O)c2cccs2)c(C#N)cc2c(=O)n3ccccc3nc21
LUMO energy	-1.00	eV
HOMO energy	-8.43	eV

Element x y z (Å)
C -1.184 -3.260 0.981
H -6.560 -0.286 -1.234
H -1.967 0.988 -0.797
C -0.105 1.521 1.126
C 4.592 1.801 0.569
C -0.208 -2.239 0.968
S -4.346 -0.636 -0.302
C -1.578 -0.567 -3.580
C -2.792 0.144 1.882
C -5.939 -0.008 -0.405
C 1.596 -0.149 0.872
H -7.195 1.301 0.753
C -1.007 1.266 -1.254
N 2.433 0.896 0.824
C 2.043 -1.471 0.711
H 6.590 2.475 0.316
O -2.597 0.708 2.950
C 5.585 -0.730 0.215
H 5.888 -1.759 0.087
N -1.930 -0.703 1.291
C 3.709 0.690 0.616
O -0.275 0.103 -1.593
H -1.216 1.858 -2.157
H -5.200 1.547 2.435
C -4.074 0.227 1.174
H 0.648 2.063 1.702
C 3.430 -1.743 0.473
H -1.064 1.614 1.630
H -1.857 -1.222 -1.541
C -5.176 0.950 1.541
H 1.452 -3.535 0.595
O 3.944 -2.828 0.309
H 7.486 0.166 -0.007
C 6.435 0.325 0.168
C 5.923 1.628 0.351
C -0.167 2.103 -0.290
C -6.244 0.814 0.636
H -0.779 -0.195 -4.217
C -1.030 -0.924 -2.201
N 0.286 0.121 1.103
H -0.330 -1.760 -2.284
H 4.148 2.772 0.715
H -2.008 -1.455 -4.033
H 0.844 2.163 -0.693
C 1.106 -2.524 0.749
N -1.957 -4.106 0.974
H -2.354 0.191 -3.506
C -0.668 -0.880 1.170
H -0.584 3.108 -0.230
N 4.253 -0.564 0.435


# C32H52ClN6O3Si3Y

A structure of composition C32H52ClN6O3Si3Y (ωB97M-V/def2-TZVPD, the Open Molecules 2025 dataset).

Properties
gap between HOMO and LUMO	0.190	Eh
LUMO energy	-1.30	eV
HOMO energy	-6.47	eV

Element x y z (Å)
C 3.251 -2.907 -1.877
C -0.528 1.325 5.628
H -1.571 3.614 1.814
H -1.476 0.210 4.062
Cl -0.452 -1.853 2.747
H 3.434 -3.216 1.057
H 3.767 1.924 -3.693
C 0.537 0.640 -3.523
H -5.715 -1.684 -1.567
Si 2.708 1.228 1.032
H 1.718 2.832 -4.285
H -4.343 -3.990 -0.067
H -3.651 0.666 1.227
H 1.765 -1.129 -3.341
C -1.383 2.654 1.328
H 1.417 3.335 0.832
H -3.658 -3.575 1.506
H -3.208 -3.836 -4.542
C 2.478 3.078 0.864
H 3.038 -2.987 -2.944
H 3.172 -0.238 2.938
H 5.156 1.072 1.169
C -5.176 -0.890 -1.047
C 0.604 3.331 4.956
H -0.793 -4.143 -5.025
H -5.908 -0.332 -0.457
Y -0.510 -0.684 0.437
H 1.180 -5.331 -1.783
N 0.575 1.925 -2.819
H 4.684 1.151 -0.524
H -3.349 1.959 -3.496
H 3.569 2.375 -1.996
H -0.183 -0.016 -3.033
H -2.150 0.170 -2.286
C -2.458 -3.466 -3.853
O 1.552 0.504 0.017
N 2.729 0.521 -2.483
C -1.114 -3.639 -4.122
C -2.850 -2.810 -2.689
C -0.504 1.964 3.316
C -2.235 1.159 -1.853
H 1.943 0.393 -0.914
H 2.020 -5.534 -0.242
H 2.936 3.452 -0.054
Si 1.754 -3.119 -0.735
H 3.758 -1.955 -1.695
H 1.808 -3.193 1.755
C 1.770 2.664 -3.208
H 2.549 -1.701 1.200
Si -3.822 -1.570 0.084
C 2.483 0.590 2.764
H -3.608 4.194 -2.402
C -4.352 -3.243 0.730
C -0.901 1.087 4.317
C -3.718 -0.379 1.543
O 0.754 1.706 8.215
H 2.395 0.041 -4.519
H 3.976 -3.689 -1.628
C -1.919 -2.315 -1.772
C 1.278 -4.932 -0.773
O 1.017 3.841 7.706
H 1.758 3.644 -2.730
H 0.650 1.730 -1.825
H 0.559 3.779 2.869
H 3.583 -0.015 -2.375
C -0.168 -3.172 -3.212
H -2.888 -0.603 2.220
C -3.070 3.392 -1.916
N 0.383 -2.098 -1.053
C -2.928 2.161 -2.521
N -1.683 1.328 -0.656
H 1.185 4.204 5.224
C 1.903 -0.071 -3.544
N -0.868 1.687 1.969
N -2.245 -1.624 -0.608
H -2.640 4.501 -0.112
C -2.527 3.569 -0.650
H 0.184 0.814 -4.542
H 2.931 3.615 1.700
H -4.773 -0.212 -1.803
H 0.582 0.873 7.761
C 0.242 2.436 5.957
C 0.237 3.097 3.645
H -5.358 -3.214 1.156
C 3.071 1.906 -2.846
H -4.633 -0.478 2.133
H -0.869 0.632 6.388
C 2.441 -2.763 0.978
C -1.844 2.521 -0.060
H 4.484 -0.357 0.390
H 0.886 -3.332 -3.416
H 1.481 0.215 2.977
H 0.316 -5.057 -0.270
H -3.906 -2.674 -2.487
C 0.696 2.742 7.351
C 4.410 0.733 0.445
C -0.532 -2.533 -2.028
H 2.710 1.374 3.490


# C4H5NO

The molecule C4H5NO (ωB97M-V/def2-TZVPD, the Open Molecules 2025 dataset).

Properties
gap between HOMO and LUMO	0.369	Eh
SMILES string	C=C=NCC=O
LUMO energy	0.89	eV
HOMO energy	-9.16	eV

Element x y z (Å)
H -0.912 -0.485 1.303
H 1.795 -2.190 0.414
H -0.588 2.217 0.494
C -1.427 0.263 0.661
O -2.629 0.290 0.555
C -0.519 1.261 -0.040
N 0.882 0.864 -0.099
H -0.900 1.432 -1.053
C 1.608 -1.543 -0.434
H 1.759 -1.923 -1.437
C 1.201 -0.310 -0.255


# C24H30N4O2

The molecule C24H30N4O2 (ωB97M-V/def2-TZVPD, the Open Molecules 2025 dataset).

Properties
gap between HOMO and LUMO	0.320	Eh
SMILES string	Cc1ccc(OCC(=O)Nc2ccc3c(c2)nc(CCN2CCCCC2)n3C)cc1
LUMO energy	0.52	eV
HOMO energy	-8.18	eV

Element x y z (Å)
C -3.414 3.675 -5.019
H -1.445 -2.005 2.375
H 4.965 -0.524 -0.871
H 4.859 -1.031 2.014
H -0.329 -0.254 -3.691
C 0.468 -2.805 1.792
H 1.142 -4.295 3.059
H 5.746 0.611 0.224
H -1.364 3.226 -4.495
N -2.645 2.867 -2.846
C 2.871 -0.804 2.742
C 2.449 0.760 0.498
H 0.518 -1.785 -3.403
H -4.402 3.249 -4.839
C 0.935 -2.737 4.258
N -0.406 -0.955 -1.737
C -0.717 -2.122 1.591
C -0.909 -1.539 0.345
C -3.384 5.114 -4.518
C -2.546 4.224 -2.339
C -3.590 5.111 -3.008
C 4.812 0.385 -0.288
H -2.723 4.201 -1.261
H -2.417 5.565 -4.756
H -0.393 -1.202 4.895
H -3.420 0.532 -1.781
C 0.287 -0.803 -2.984
C -1.823 1.928 -2.109
C 3.892 -0.585 1.834
H -4.160 5.704 -5.008
H 0.447 0.989 1.241
H 1.951 -2.551 -1.265
H -2.444 0.151 -3.207
H -1.538 4.647 -2.513
C -2.379 2.841 -4.272
H -1.811 2.227 -1.059
C 3.700 0.189 0.699
H -3.517 6.124 -2.608
H 3.057 -1.419 3.610
H 4.585 1.197 -0.975
H 1.225 -0.262 -2.832
H 2.275 1.377 -0.373
H -0.778 1.927 -2.469
C 1.422 0.554 1.394
C 0.064 -1.682 -0.672
C -1.602 -0.417 -1.335
H -4.581 4.718 -2.779
H -3.210 3.635 -6.091
C 0.603 -1.253 4.439
C 1.216 -2.427 -0.485
O 0.528 -0.411 3.319
H 1.323 -0.870 5.176
N 0.789 -3.344 3.059
C -2.406 0.505 -2.176
C 1.402 -2.984 0.761
N -1.927 -0.751 -0.118
C 1.621 -0.242 2.521
H -2.430 1.807 -4.620
O 1.320 -3.370 5.223
H 2.299 -3.549 0.968


# C6H9N

The molecule C6H9N (ωB97M-V/def2-TZVPD, the Open Molecules 2025 dataset).

Properties
gap between HOMO and LUMO (alpha / beta)	0.288 / 0.289	Eh
LUMO energy (alpha / beta)	0.83 / 0.84	eV
HOMO energy (alpha / beta)	-7.02 / -7.03	eV

Element x y z (Å)
H -3.644 -0.353 0.251
H 3.394 1.143 0.937
C 1.985 -0.027 -0.125
H -0.905 0.964 1.585
H -0.615 -0.780 -1.782
H -0.561 -1.950 -0.466
N -1.611 -0.144 -0.096
C -1.520 0.936 0.696
C -0.472 -0.884 -0.697
H -3.067 -0.673 -1.521
H -2.160 1.763 0.428
C -2.857 -0.445 -0.482
H 3.784 0.885 -0.771
C 3.360 0.414 0.121
H 4.000 -0.431 0.396
C 0.854 -0.381 -0.341


For each record above, in turn, the calculated energy above the lowest of the compared OMol25 structures with the same formula, charge and spin values are 3.31; 68.90; 190.60; 51.58; 481.48 kJ/mol.
For each record above, in turn, the calculated electronic energy values are -1747.4614; -3172.2334; -285.3420; -1302.0804; -288.5987 Eh.